12
Properties=species:S:1:pos:R:3:mulliken_charge:R:1 method="wB97M-V/def2-TZVPD" e_tot_ha=-352.811036 total_charge=0 e_above_lowest_kj_mol=534.9 homo_lumo_gap_ev=9.90 multiplicity=1 homo_ev=-9.18
C -0.1483 -0.2745 0.4367 0.428
C 1.2843 0.2497 0.3823 -0.360
N -2.2904 -0.8618 -0.0452 -0.449
N -1.0041 -1.1179 0.3914 0.006
N -1.6265 1.2308 -0.1594 -0.297
N -2.4812 0.3179 -0.3076 -0.017
N 1.9337 -0.7614 -0.4769 -0.619
H 1.2585 1.1844 -0.1833 0.267
H 1.6837 0.2384 1.3475 0.345
H 1.4055 -0.7285 -1.2695 0.266
H -1.8321 2.1526 -0.1564 0.163
H 1.8170 -1.6297 0.0404 0.266

=====

13
Properties=species:S:1:pos:R:3:mulliken_charge:R:1 method="wB97M-V/def2-TZVPD" e_tot_ha=-1210.206168 total_charge=+1 homo_lumo_gap_ev=7.77 multiplicity=1 homo_ev=-13.07
C -0.7513 -1.0798 -1.5242 -0.469
C 0.0144 -0.0235 -1.1107 0.622
C -1.1509 -0.9291 0.9359 0.487
C 1.7708 1.3696 1.3054 0.477
N 0.7637 0.6965 1.2160 -0.605
N -0.0739 0.2118 0.2475 0.272
O 2.6196 2.1145 1.4818 -0.273
O 0.9254 0.5343 -1.8931 -0.410
S -1.5366 -0.5924 2.5507 -0.090
S -1.7870 -1.7974 -0.2941 0.037
H -0.8818 -1.3404 -2.6042 0.317
H -0.7272 0.5168 2.4846 0.294
H 0.8148 0.3191 -2.7957 0.340

=====

271
Properties=species:S:1:pos:R:3:mulliken_charge:R:1 method="wB97M-V/def2-TZVPD" e_tot_ha=-6329.595008 total_charge=+4 homo_lumo_gap_ev=1.08 multiplicity=1 homo_ev=-12.29
C 6.7562 -1.5345 3.1416 -1.466
C 7.1154 -0.4302 2.1404 -0.395
C 6.0864 0.6733 2.0453 -0.307
N 6.4206 1.7159 0.9745 0.707
C 6.2361 1.0585 -0.3988 -0.693
C 6.0750 2.1247 -1.5627 -0.613
C 5.0788 3.2198 -1.2278 -0.561
C 5.3313 3.8068 0.1553 -0.589
C 5.3745 2.7699 1.2304 -0.921
C 7.7492 2.4165 1.0452 -0.977
H 5.7020 -1.8062 2.9111 0.100
H 6.8038 -1.2676 4.1475 0.505
H 7.4430 -2.3143 3.0007 0.620
H 7.1910 -0.9628 1.1372 0.296
H 8.1231 -0.0635 2.3025 0.472
H 5.8381 1.1784 3.0140 0.351
H 5.1475 0.2914 1.8046 -0.224
H 5.3411 0.4999 -0.2976 0.278
H 7.0869 0.3983 -0.5366 0.445
H 5.5037 1.5926 -2.3479 0.251
H 7.0332 2.5236 -1.9452 0.483
H 4.0636 2.9126 -1.3139 0.267
H 5.3002 4.0238 -1.9710 0.357
H 4.5156 4.4662 0.4967 0.353
H 6.3077 4.4043 0.2398 0.371
H 4.4212 2.2724 1.3112 0.431
H 5.6029 3.2092 2.1751 0.493
H 8.0781 2.4201 2.0729 0.401
H 7.7141 3.4410 0.7125 0.277
H 8.4602 1.9149 0.4501 0.378
C -4.6512 -4.6285 3.8153 -1.369
C -4.3583 -3.1104 3.9659 -0.732
C -2.8351 -2.8453 4.1261 1.320
N -2.3635 -2.4035 5.4980 0.073
C -0.8762 -2.1521 5.3390 0.475
C -0.2579 -1.4791 6.4865 -0.108
C -0.9037 -0.1309 6.6940 -0.057
C -2.4153 -0.3247 7.0372 -1.236
C -3.1345 -1.1980 6.0056 0.016
C -2.5979 -3.5851 6.3651 -0.537
H -4.1803 -5.0685 2.9073 0.283
H -5.7214 -4.7685 3.7755 0.454
H -4.3090 -5.2498 4.6273 0.341
H -5.0258 -2.6887 4.7339 0.338
H -4.5999 -2.6873 3.0017 0.403
H -2.5298 -1.9944 3.5169 -0.292
H -2.2162 -3.7570 3.8138 -0.163
H -0.6980 -1.4577 4.4916 -0.598
H -0.3697 -3.1080 5.0544 -0.549
H 0.8059 -1.3547 6.2408 -0.044
H -0.3566 -2.0298 7.4847 0.343
H -0.8178 0.5165 5.8107 -0.411
H -0.3505 0.4677 7.4858 0.415
H -3.0667 0.5103 7.1452 0.626
H -2.4421 -0.8421 7.9892 0.471
H -3.2565 -0.5899 5.0042 -0.024
H -4.0504 -1.6622 6.2911 0.548
H -2.2248 -3.2197 7.3288 0.541
H -1.9840 -4.5265 6.0596 -0.001
H -3.7219 -3.8376 6.3823 0.392
C 2.1176 -5.4445 9.4718 -1.579
C 2.7637 -4.4837 8.3653 0.197
C 3.1006 -5.2578 7.1376 -0.642
N 3.8905 -4.3669 6.1517 0.980
C 5.2177 -3.9472 6.8291 -0.711
C 6.2399 -5.0837 6.9446 -0.950
C 6.4880 -5.5649 5.5453 -0.368
C 5.2443 -6.1636 4.9125 -0.761
C 4.1815 -5.1364 4.8554 -0.024
C 3.1288 -3.1366 5.8476 -1.815
H 2.6622 -6.3306 9.7941 0.390
H 1.1990 -5.8133 9.1498 0.426
H 1.8182 -4.9564 10.4122 0.386
H 3.5754 -3.9946 8.7653 0.382
H 1.9880 -3.6814 8.1424 -0.098
H 2.1880 -5.6533 6.5708 0.244
H 3.6860 -6.1504 7.3782 0.632
H 4.9519 -3.4655 7.7204 0.824
H 5.7721 -3.2400 6.2041 0.149
H 5.7389 -5.8613 7.5327 0.309
H 7.0496 -4.7528 7.6042 0.446
H 7.3245 -6.2244 5.4485 0.496
H 6.7445 -4.6524 4.9119 -0.055
H 4.8557 -7.0120 5.4845 0.329
H 5.3912 -6.3697 3.8206 0.422
H 3.2410 -5.5389 4.4743 0.008
H 4.5213 -4.2554 4.2505 0.005
H 2.2426 -3.3373 5.2399 0.535
H 3.7842 -2.4891 5.2686 0.239
H 2.7585 -2.6666 6.7410 0.561
C -10.0546 5.2814 0.3565 -1.222
C -10.0389 5.8547 1.8362 0.839
O -9.4472 5.2627 2.7158 -0.737
N -10.9682 6.8283 1.9767 -0.161
H -11.4599 7.1389 1.1642 0.237
H -8.0159 4.8498 2.0450 0.350
C -11.1795 7.3878 3.2901 -0.786
H -11.0103 4.6919 0.2513 0.347
H -9.2380 4.6568 0.0435 0.258
H -10.1195 6.0340 -0.4586 0.363
H -11.8350 6.7462 3.9383 0.268
H -11.4911 8.4906 3.2494 0.322
H -10.2062 7.4233 3.7426 0.259
C -0.5264 -7.0346 -5.5390 -0.809
C 0.3352 -7.4427 -4.3174 0.700
O 1.5570 -7.3351 -4.3881 -0.665
N -0.3012 -7.7241 -3.2103 -0.182
H -1.2372 -7.4577 -3.0195 0.299
H -1.2016 -4.0115 -2.4610 0.220
C 0.4833 -7.7968 -1.9829 -0.689
H 0.1391 -7.2099 -6.3743 0.307
H -0.7251 -5.9420 -5.3729 0.015
H -1.4874 -7.6117 -5.5757 0.367
H -0.1306 -7.8480 -1.0598 0.271
H 1.2577 -7.0063 -1.8311 0.135
H 1.1374 -8.7179 -2.0881 0.302
C -1.3463 2.3864 -4.4057 0.915
C -1.9168 2.0925 -5.7986 0.887
O -3.0854 2.6028 -6.1688 -0.551
N -1.0536 1.3838 -6.6150 -0.080
H -0.5248 0.7019 -6.1502 0.218
H -3.7245 3.0612 -5.4068 0.325
C -1.4394 0.9075 -7.9170 -0.877
H -2.1922 2.5075 -3.8033 -0.889
H -0.5646 3.1560 -4.2372 0.464
H -0.8882 1.4500 -3.9924 -0.221
H -0.6455 1.1937 -8.6096 0.295
H -2.4029 1.4735 -8.1408 0.357
H -1.5294 -0.2170 -7.8573 0.249
C -2.3193 3.0371 4.4750 -0.883
C -3.0862 2.0506 3.6450 0.731
O -2.7421 0.8494 3.5138 -0.624
N -4.2163 2.4793 3.0439 0.299
H -4.4713 3.3884 3.0079 0.066
H 1.9417 2.5169 3.3117 0.315
C -4.9138 1.5729 2.1943 -0.482
H -2.1461 4.0607 4.0007 0.137
H -1.4249 2.5014 4.7383 -0.086
H -2.8826 3.1873 5.4186 0.455
H -5.1658 0.6031 2.7128 0.181
H -4.4014 1.2872 1.2764 0.086
H -5.8773 2.0346 1.8469 0.115
C -1.7113 7.1414 1.0492 -1.259
N -2.1441 7.4202 -0.3551 0.348
C -1.3096 7.9166 -1.2497 -0.336
C -1.5752 7.8041 -2.6130 -0.368
C -2.9006 7.4560 -2.9483 0.632
C -3.8371 7.0736 -1.9364 -0.560
C -3.3914 7.0106 -0.6336 -0.529
C -3.4707 7.3983 -4.3348 0.401
C -4.1953 8.4891 -4.9166 -0.490
C -4.5605 8.4217 -6.2326 -0.399
N -4.3654 7.2902 -6.9613 0.080
C -3.6632 6.2506 -6.4297 -0.595
C -3.2338 6.2903 -5.1124 -0.713
C -4.5617 7.1706 -8.4153 -0.980
H -2.5426 7.1199 1.7382 0.376
H -0.9938 7.8813 1.3871 0.358
H -1.2863 6.0692 1.1069 0.647
H -0.3355 8.2121 -0.8440 0.304
H -0.7211 7.9149 -3.2726 0.505
H -4.8771 6.9706 -2.1996 0.668
H -3.9195 6.5112 0.2054 0.249
H -4.3903 9.4338 -4.3702 0.493
H -4.9330 9.2824 -6.7443 0.448
H -3.4966 5.4011 -7.0719 0.683
H -2.8183 5.3877 -4.7172 0.707
H -4.9991 8.0157 -8.8743 0.385
H -5.1728 6.3095 -8.5890 0.364
H -3.5778 7.1349 -8.9312 0.361
C 5.0679 -3.3375 -12.5139 -0.977
N 4.3387 -3.3622 -11.2309 0.006
C 5.1057 -3.6094 -10.2471 -0.167
C 4.6370 -3.4327 -9.0107 -0.910
C 3.3894 -2.9885 -8.7246 1.067
C 2.5938 -2.7225 -9.7999 -0.511
C 3.0908 -2.8862 -11.0968 -0.428
C 2.9117 -2.8419 -7.3317 1.493
C 1.5824 -3.0330 -7.0184 -1.502
C 1.2402 -3.2053 -5.6807 0.154
N 2.1303 -3.0904 -4.6661 0.383
C 3.4802 -2.5001 -4.9129 0.245
C 3.8436 -2.5239 -6.3840 -1.752
C 1.7258 -3.5280 -3.3894 -0.263
H 6.0730 -3.1740 -12.2721 0.399
H 4.6770 -2.4255 -13.0497 0.361
H 4.8658 -4.3053 -12.9748 0.313
H 6.0683 -3.9926 -10.4603 0.474
H 5.2674 -3.8810 -8.2928 0.534
H 1.5272 -2.3913 -9.7199 0.345
H 2.6299 -2.5983 -11.9814 0.495
H 0.7686 -3.1091 -7.7641 0.300
H 0.1997 -3.3700 -5.3346 0.247
H 4.2208 -3.1367 -4.3793 0.518
H 4.8802 -2.2823 -6.5189 0.650
H 2.6261 -3.9742 -3.0216 0.648
H 0.8771 -4.1973 -3.5012 0.095
H 1.3747 -2.6844 -2.7001 -0.579
C 2.8057 -3.6051 1.5103 -0.692
N 1.8540 -2.5409 1.1080 1.366
C 0.9810 -2.0855 2.0333 0.090
C 0.2008 -1.0340 1.7885 -1.451
C 0.2045 -0.5031 0.4958 0.422
C 1.1628 -0.9554 -0.4274 -1.367
C 2.0234 -1.9883 -0.0925 -0.289
C -0.8833 0.3746 0.1054 0.311
C -1.2076 1.4491 0.9570 -0.750
C -2.1967 2.2219 0.4809 -1.179
N -2.8401 2.0403 -0.7035 0.816
C -2.6168 0.9557 -1.4557 -1.069
C -1.6175 0.0820 -1.0432 -0.004
C -3.8039 3.0851 -1.0147 -0.646
H 2.9785 -4.2348 0.6762 0.783
H 2.1559 -4.1341 2.2859 0.122
H 3.8177 -3.2081 1.8787 -0.259
H 1.0726 -2.6858 2.9612 0.366
H -0.4822 -0.7661 2.5529 0.187
H 1.1437 -0.5831 -1.4661 0.836
H 2.9075 -2.3348 -0.6831 0.489
H -0.6597 1.6731 1.8850 1.334
H -2.4506 3.1781 0.9330 0.482
H -3.0906 0.8530 -2.4401 0.994
H -1.4529 -0.9052 -1.5787 0.103
H -3.9777 3.0206 -2.0997 -0.359
H -3.3154 4.0081 -0.7953 0.268
H -4.6565 2.8632 -0.3694 0.370
O 2.9403 1.1554 4.0806 -0.796
C 2.5661 -0.2826 3.9733 -0.484
O 1.6533 -0.6454 4.6976 -0.136
O 3.1520 -0.9078 3.0625 0.059
H 2.4143 1.4476 4.8198 0.301
O -6.4787 3.7840 -5.0937 -0.565
C -5.5230 4.3123 -4.1764 0.537
O -4.3911 3.6997 -4.2541 -0.453
O -5.8018 5.3211 -3.6009 -0.581
H -7.3195 4.2565 -5.2301 0.349
O -0.7295 -6.1687 3.7299 -0.514
C 0.1379 -5.1284 3.4344 -0.256
O 1.0790 -4.8488 4.2156 -0.307
O -0.1838 -4.5878 2.3693 -0.099
H -0.3100 -6.7325 4.3862 0.338
O -2.7178 -1.2042 -3.4655 -0.307
C -1.4637 -1.6804 -3.8874 0.295
O -1.3484 -2.9555 -3.9465 -0.918
O -0.6472 -0.7419 -4.2488 -0.427
H -3.2841 -2.0076 -3.5417 0.309
O -1.1698 -5.3254 0.1879 -0.505
C -1.1046 -4.3327 -0.6673 0.493
O -0.7551 -3.2044 -0.4803 -0.097
O -1.5188 -4.7220 -1.8903 -0.512
H -0.8533 -5.0137 1.0427 0.678
O -0.0254 4.1954 1.7550 -0.468
C 0.9928 3.6347 2.0891 0.613
O 2.0479 3.4105 1.2023 0.004
O 1.1469 3.1669 3.3006 -0.417
H 1.6342 5.3214 -2.2246 0.319
O 3.5893 -1.1455 -4.4041 -0.477
C 3.9084 -1.1341 -2.8821 0.725
O 4.2205 -2.2405 -2.4675 -0.735
O 3.9683 -0.0018 -2.4771 -0.605
H 11.7446 -12.0623 -8.3502 0.272
O 0.5853 3.6456 -1.0791 -0.651
C 0.0584 4.7323 -1.3918 0.008
O 0.9526 5.7420 -1.8347 -0.602
O -1.1537 4.9977 -1.3056 0.149
H 1.6024 3.6650 0.2728 0.157
O -6.8295 6.6742 2.6842 -0.437
C -6.2408 5.5591 2.1626 0.675
O -7.1144 4.7102 1.6695 -0.300
O -5.0394 5.4257 2.2794 -0.613
H -6.1312 7.2869 2.8726 0.317

=====

10
Properties=species:S:1:pos:R:3:mulliken_charge:R:1 method="wB97M-V/def2-TZVPD" e_tot_ha=-2857.776697 total_charge=0 e_above_lowest_kj_mol=218.3 homo_lumo_gap_ev=8.00 multiplicity=1 homo_ev=-7.77
C 2.8363 -1.8745 -0.2393 0.792
C 0.7337 0.1192 0.8661 -0.611
N -0.2890 0.1886 -0.2933 -0.374
O 1.9457 -2.0504 -0.9248 -0.423
O 3.7573 -1.7681 0.4240 -0.355
Br 2.3250 1.1225 0.1012 -0.274
H 0.2250 0.9711 1.6355 0.196
H -1.3121 0.3773 -0.0549 0.349
H 0.0858 1.0012 -0.8205 0.321
H 0.0012 -0.6644 -0.8528 0.378

=====

17
Properties=species:S:1:pos:R:3:lowdin_spin:R:1 method="wB97M-V/def2-TZVPD" s_squared=0.753 e_tot_ha=-557.432491 total_charge=+1 e_above_lowest_kj_mol=56.3 homo_lumo_gap_ev="10.17 / 5.02" multiplicity=2 homo_ev="-13.70 / -13.70"
C 2.4107 -0.9353 -1.9408 0.084
C -0.1478 0.4398 -1.7465 0.072
S 0.6308 -1.2233 -1.7907 0.766
H 2.7292 -0.5943 -0.9506 0.029
H 2.8501 -1.9101 -2.1482 -0.001
H 2.7230 -0.2286 -2.7059 0.013
H -0.7469 0.5836 -2.6382 0.022
H 0.6757 1.1415 -1.6230 -0.001
H -0.7896 0.5939 -0.8755 0.015
C -0.9960 1.1016 3.5604 0.000
C -2.4754 1.4728 3.3167 0.000
H -0.7144 1.4127 4.5551 0.000
H -0.6889 0.1307 3.1769 0.000
H -0.4373 1.7189 2.8366 0.000
H -2.5797 2.5254 3.5997 0.000
H -3.0535 0.9820 4.1074 0.000
H -2.9851 1.3382 2.3749 0.000

=====

8
Properties=species:S:1:pos:R:3:mulliken_charge:R:1 method="wB97M-V/def2-TZVPD" e_tot_ha=-626.891989 total_charge=0 e_above_lowest_kj_mol=113.4 homo_lumo_gap_ev=7.58 multiplicity=1 homo_ev=-9.57 smiles="C#CC(=O)C=S"
C 0.0225 -0.5307 -2.3814 -0.202
C -0.5823 0.0182 -1.4159 -0.078
C -0.9351 0.3908 -0.0183 0.550
O -2.0698 0.7328 0.1688 -0.436
C -0.0397 -0.0512 1.1622 -0.343
S 1.6520 -0.2674 0.9907 -0.095
H -0.0147 -0.4612 -3.4498 0.309
H -0.6507 -0.0851 2.1675 0.296